Here is a 15-piece molecular cluster, C63H66Cl6N12 overall from the OMol25 dataset. Energies are from ωB97M-V/def2-TZVPD.

The geometry in XYZ format:
```
147
Properties=species:S:1:pos:R:3:forces:R:3
N -4.0539 -3.7300 3.9913 -0.7 -0.6 -1.7
C -4.4980 -4.1797 2.7519 -2.0 -0.5 2.0
C -5.7537 -4.8489 2.6349 1.2 0.7 0.9
C -6.4689 -5.0117 3.8060 -1.1 -0.4 0.2
C -5.9928 -4.6881 5.0420 1.7 1.1 1.1
C -4.7727 -3.9980 5.1159 0.4 0.0 -2.4
H -4.0338 -3.9646 1.8008 1.0 0.3 0.3
H -6.1850 -5.2432 1.7267 0.3 0.4 -0.3
H -7.5033 -5.3165 3.8654 -0.1 -0.6 -0.7
H -6.5393 -4.9279 5.9421 -0.2 0.2 0.0
H -4.3170 -3.5200 5.9705 -0.3 -0.4 0.5
N -4.0351 4.3481 1.9131 -0.1 -0.6 -1.8
C -4.7115 5.4988 2.1519 0.8 -1.1 -0.1
C -5.4062 6.1788 1.1963 -1.2 -0.6 -0.9
C -5.5296 5.5640 -0.0597 -0.3 2.2 0.1
C -4.8914 4.4230 -0.3539 1.8 -1.5 0.2
C -4.1007 3.8130 0.6384 -0.8 1.7 1.6
H -4.6924 5.9044 3.1527 0.3 -0.2 0.2
H -5.9976 7.0394 1.4721 0.2 0.3 -0.2
H -5.9801 6.0340 -0.9214 -0.6 0.4 0.3
H -4.8736 4.1151 -1.3889 -0.1 -0.6 0.1
H -3.5493 2.9142 0.4050 0.1 0.0 0.4
N 6.3405 1.8328 -2.2223 0.4 0.0 -0.3
C 5.2793 2.6008 -2.4859 1.4 -0.8 0.6
C 4.0600 2.4137 -1.8577 0.5 0.5 -0.6
C 3.9698 1.3700 -0.9760 0.0 -1.5 0.3
C 5.0452 0.4460 -0.8106 -0.6 1.1 0.1
C 6.2448 0.7668 -1.4086 -0.6 1.2 -0.6
H 5.5252 3.4231 -3.1415 -0.4 0.1 -0.2
H 3.2729 3.1036 -2.1239 -0.3 -0.1 0.4
H 3.0377 1.2310 -0.4486 -0.1 -0.2 0.1
H 5.0087 -0.4341 -0.1857 -0.4 0.1 0.2
H 7.1824 0.2707 -1.2057 0.0 -0.4 -0.1
N -6.5339 0.0304 0.2449 3.3 0.0 0.5
C -5.4611 0.5840 -0.4755 -0.4 -1.0 1.1
C -4.0679 0.4544 -0.1902 -1.8 -0.7 0.8
C -3.7189 -0.2743 0.9543 -0.9 1.0 -0.7
C -4.7626 -0.8145 1.7016 1.1 0.3 0.2
C -6.0949 -0.6647 1.3590 0.3 0.6 -1.5
H -5.6817 1.1779 -1.3502 -0.5 0.0 0.0
H -3.3387 0.9315 -0.8281 0.0 0.0 -0.1
H -2.7020 -0.2870 1.3178 0.1 -0.4 -0.1
H -4.4608 -1.2874 2.6245 -0.4 -0.3 0.1
H -6.7519 -1.1744 2.0481 -0.9 0.3 -0.4
N 0.1178 6.6818 4.9575 2.0 -3.0 0.1
C 0.3285 5.4540 5.6753 -1.8 1.6 -2.6
C -0.1177 4.2338 5.1373 0.7 1.1 -0.1
C -0.6806 4.2275 3.8689 0.4 0.5 -1.0
C -0.6990 5.3885 3.0762 0.3 0.1 1.0
C -0.1633 6.5691 3.6203 -1.8 -0.6 2.9
H 0.7582 5.4926 6.6654 -0.1 0.4 0.1
H 0.0114 3.2789 5.6251 0.0 0.1 0.4
H -0.9421 3.2721 3.4385 -0.5 0.0 0.0
H -1.2315 5.4781 2.1409 0.3 -0.5 -0.2
H -0.3198 7.5259 3.1446 0.3 0.1 -0.4
N -4.6285 2.0860 -3.4392 2.5 0.4 -2.9
C -3.3586 1.9826 -4.0733 -1.2 0.2 -0.7
C -3.1037 2.2311 -5.4602 -2.1 0.7 1.8
C -4.2156 2.6725 -6.2485 3.6 -0.1 0.6
C -5.4172 2.8146 -5.6749 -1.0 -1.1 0.7
C -5.5584 2.4894 -4.2995 -0.8 -0.2 -0.2
H -2.5718 1.6802 -3.3981 0.2 -0.1 0.0
H -2.1344 2.2679 -5.9351 0.2 -0.4 0.4
H -3.9171 3.0187 -7.2270 -0.7 -0.3 -0.5
H -6.2457 2.9155 -6.3602 -0.5 0.6 0.5
H -6.5635 2.5292 -3.9062 -0.2 0.1 0.2
N 1.5854 2.0061 -6.4241 -1.7 2.5 0.4
C 0.7924 1.7472 -5.3104 2.1 1.1 -2.9
C 0.0868 2.7576 -4.6860 -0.3 0.8 0.6
C 0.0927 4.0740 -5.1621 0.9 -0.7 -1.4
C 0.8098 4.3671 -6.3634 -1.7 -0.9 2.4
C 1.5131 3.3253 -6.9280 0.2 -1.8 0.8
H 0.8131 0.7016 -5.0409 -0.2 0.1 0.5
H -0.4662 2.5292 -3.7869 -0.1 0.0 0.0
H -0.4778 4.8714 -4.7092 -0.1 -0.1 0.3
H 0.6578 5.3687 -6.7376 0.6 -0.1 -0.5
H 2.0470 3.6039 -7.8245 0.4 -0.8 -0.2
N -2.9681 -3.3674 -0.8384 -1.9 1.1 -1.1
C -1.7759 -3.7890 -1.1137 1.9 -1.0 -0.7
C -0.9662 -3.3919 -2.1948 -1.3 0.4 -0.1
C -1.5278 -2.5316 -3.1321 -1.2 0.2 0.5
C -2.8764 -2.0491 -2.9309 1.6 -1.1 2.2
C -3.5163 -2.4952 -1.7382 1.1 0.1 -0.8
H -1.3781 -4.6161 -0.5444 0.1 0.1 0.7
H 0.0425 -3.7744 -2.2458 0.0 0.0 -0.2
H -0.9493 -2.2744 -4.0071 0.0 0.3 -0.1
H -3.2967 -1.2234 -3.4858 -0.2 -0.3 -0.4
H -4.5097 -2.1387 -1.5093 -0.1 0.1 0.1
N 1.2257 -6.1319 -0.3420 -0.4 -1.3 -1.3
C 1.3383 -6.8402 -1.5282 -1.1 1.5 0.7
C 1.6730 -8.1648 -1.6674 -0.9 0.8 -0.2
C 1.9091 -8.8882 -0.5329 0.6 0.3 1.4
C 1.8502 -8.2331 0.7100 -1.7 0.8 -0.8
C 1.3556 -6.8551 0.7446 2.8 -2.7 0.0
H 0.9141 -6.2665 -2.3390 0.6 0.0 -0.5
H 1.5765 -8.7318 -2.5815 0.2 0.5 -0.4
H 2.1371 -9.9094 -0.8004 0.2 -0.4 1.2
H 1.9469 -8.7309 1.6635 0.2 -0.2 -0.1
H 1.3591 -6.4221 1.7340 -0.5 0.5 0.0
N 1.1855 1.6658 2.3855 2.2 0.8 -0.5
C 1.9985 0.5982 2.6805 0.1 2.2 0.5
C 3.4003 0.6997 2.8109 0.6 2.4 -1.3
C 4.0145 1.9838 2.4794 -1.7 -2.0 1.1
C 3.1700 3.0294 2.1819 0.9 0.8 -0.4
C 1.8235 2.8890 2.1116 -2.5 -3.4 0.5
H 1.4630 -0.2876 2.9883 0.1 -0.3 -0.2
H 4.0390 -0.1312 3.0720 -0.2 -0.2 0.1
H 5.0605 2.2466 2.5364 0.2 -0.7 0.1
H 3.5825 4.0047 1.9698 0.1 0.1 0.0
H 1.1287 3.6685 1.8360 0.2 0.2 0.0
N 6.8444 -3.5821 1.5765 -0.9 -0.8 -0.2
C 6.2123 -2.4127 1.5008 0.2 -1.5 -0.2
C 6.7270 -1.3229 2.1059 0.1 1.7 0.2
C 7.8797 -1.4007 2.8460 1.7 -0.6 -0.1
C 8.6168 -2.6214 2.8847 -2.3 1.4 0.7
C 7.9554 -3.6791 2.2809 1.2 0.3 -0.2
H 5.2641 -2.3780 0.9851 0.0 -0.1 -0.3
H 6.2896 -0.3480 1.9493 -0.3 0.1 0.2
H 8.1945 -0.4540 3.2595 0.5 -0.2 0.4
H 9.4563 -2.8464 3.5260 0.3 0.4 -0.2
H 8.4841 -4.6176 2.3592 -0.4 -0.6 -0.3
N -0.1117 -2.8910 2.1238 1.4 -0.7 -1.6
C -0.1163 -2.6931 3.4543 -1.2 0.3 -1.4
C 0.8084 -3.2251 4.2539 2.9 -0.1 0.6
C 1.9632 -3.8230 3.6506 -1.2 0.5 4.4
C 2.0807 -3.9233 2.3464 -0.5 -0.7 -2.1
C 0.9680 -3.5211 1.5863 -0.4 0.4 0.9
H -0.9388 -2.1191 3.8548 -0.2 0.0 -0.1
H 0.8331 -2.9502 5.2981 -0.2 -0.5 0.2
H 2.6882 -4.2526 4.3261 0.3 0.1 0.0
H 2.9090 -4.5030 1.9667 0.1 0.3 -0.6
H 1.0451 -3.8535 0.5617 -0.9 0.6 -0.4
C 0.0466 -0.3396 -0.4728 0.5 -0.2 0.0
Cl -0.1827 1.1664 -1.4382 -0.1 -0.5 0.7
Cl 1.4328 -1.2422 -1.1490 -0.3 0.0 0.0
H 0.3498 -0.1677 0.5600 -0.3 0.7 -0.2
H -0.8644 -0.9378 -0.4910 0.2 0.0 -0.3
C 6.0094 -2.3713 -4.0880 0.3 1.5 1.6
Cl 6.9086 -3.4429 -2.9858 0.0 -0.4 -0.6
Cl 4.2982 -2.6217 -4.0837 -1.2 -0.9 -0.6
H 5.9942 -1.4556 -3.4970 0.9 0.3 -0.7
H 6.4424 -2.2400 -5.0797 -0.1 -0.5 0.3
C 1.3823 6.4930 -0.8651 -0.6 -0.4 -0.5
Cl -0.2261 5.6371 -0.5778 1.3 0.7 -0.2
Cl 2.7688 5.5832 -0.2290 -0.5 0.4 0.0
H 1.5194 6.5589 -1.9444 -0.2 -0.2 0.2
H 1.3306 7.5096 -0.4752 0.0 -0.4 0.4
```
Forces are in eV/Å.

Summary:
**Kohn-Sham gap**: 9.24 eV
**HOMO level**: -0.3293 hartree
**DFT total energy**: -159410.0021 eV
**Total charge**: 0